The following is a DFT calculation (wB97M-V/def2-TZVPD) of a molecular structure, C37H35ClIrN2S2Si2.

<S²>: 8.8367
HOMO energy (spin up / spin down): -10.7 / -12.4 eV
total charge: +2
energy above the lowest of the compared OMol25 structures with the same formula, charge and spin: 44.61 kcal/mol
spin multiplicity: 6
total energy: -3479.58509 Eh
LUMO level (spin up / spin down): -7.27 / -10.52 eV
frontier orbital gap (spin up / spin down): 0.127 / 0.069 Ha

The geometry in XYZ format:
```
80
C37H35ClIrN2S2Si2 wB97M-V/def2-TZVPD
H -1.26767 0.52146 -6.42896
H 1.29117 -1.35082 2.84249
H -1.94064 3.38709 0.26509
C -2.54775 3.34812 4.79460
C -0.56615 -1.11908 -0.15892
H -2.83727 3.32281 5.83428
H -1.22673 -4.17130 1.19919
H -2.73424 0.77770 -0.41106
C 0.89926 -1.20003 -0.18439
C 1.33753 -6.08766 -1.95307
H 1.63049 1.30247 -1.15913
C -0.91600 -5.39300 -2.46759
C -0.97284 1.31937 4.83636
Si -1.33547 0.61255 -0.18240
Si 1.27572 -1.92568 -1.85859
H 2.52526 -0.86726 4.05616
H 3.01951 1.00536 3.41312
N -1.53492 2.59209 2.87280
C -0.48670 1.74878 -1.48487
C 2.27353 1.66579 2.97688
H 0.74345 3.16988 0.39019
C 0.58893 -0.18588 -5.55717
H 1.23485 -4.19158 1.50021
H 1.43978 -2.23937 4.39455
C 0.53568 -0.35508 4.56092
C 0.42872 -1.07161 -3.30169
C -0.95407 -0.87217 -3.33215
C 0.75396 -3.34553 1.00372
C -0.49736 -4.05704 -2.48022
C 0.97162 3.52259 2.61749
C 1.50626 -1.25444 3.91421
H 2.44134 2.89584 -2.81353
S -3.02210 4.54223 3.63838
H 1.99351 3.19421 4.55930
H -2.36183 -2.16124 0.41113
S 0.32453 -0.34900 6.30978
C -1.55928 -0.28075 -4.44463
C 1.74675 -4.75183 -1.94640
H -2.45231 2.33009 -2.16291
C -1.27063 -2.20689 0.33669
Cl -2.29891 0.01867 2.12348
H 1.18849 0.05294 -6.44051
H -1.22305 -3.28286 -2.71675
C 0.00121 -6.41600 -2.21819
C -0.62691 -3.32143 0.86602
C 1.80552 1.56896 1.61413
C -0.90617 3.34482 -3.27595
H -3.05426 4.67661 0.81750
H 2.62870 -2.31300 0.57654
C 0.96728 2.77941 1.37623
H 0.84349 4.21576 -4.21594
C 0.88927 1.88299 -1.71790
H 1.46588 -0.26375 -0.13872
C 0.81630 -3.72108 -2.14330
H 2.79197 -4.50248 -1.74693
C 1.75679 2.83555 3.55690
H -0.32108 -7.45970 -2.24533
C -0.79122 0.94936 6.15683
C -2.09390 4.17794 1.00990
C 1.20262 -0.73051 -4.42335
H -1.29636 1.44713 6.96827
Ir -0.19403 1.18388 1.88674
C 0.46879 3.51960 -3.45944
C 1.53736 -2.31960 0.49212
H 2.28477 -0.89603 -4.40783
H -1.61879 3.88247 -3.90352
H 2.74116 -1.77048 -2.03576
H 0.53150 4.50998 2.73461
C -1.37657 2.47346 -2.29270
H -1.96534 -5.62392 -2.65305
H -1.29068 4.92360 0.91987
C 1.36298 2.78491 -2.67794
H 2.05816 -6.88152 -1.74737
H 2.29561 1.00780 0.82684
N -0.20667 0.55347 3.95505
H -2.62855 -0.08176 -4.41798
C -2.14125 3.65638 2.39099
C -0.78864 0.06297 -5.56043
C -1.71480 2.39577 4.24138
H -1.57855 -1.14158 -2.47443
```

Löwdin atomic charge list, values in e, 8 entries: H 0.110; H 0.071; H 0.059; C -0.205; C -0.387; H 0.109; H 0.122; H -0.013

The following is a DFT calculation (wB97M-V/def2-TZVPD) of a molecular structure, C37H35FIN6W.

<S²>: 2.0170
HOMO energy (spin up / spin down): -10.3 / -11.1 eV
total charge: +1
energy above the lowest of the compared OMol25 structures with the same formula, charge and spin: 8.83 kcal/mol
spin multiplicity: 3
total energy: -2223.95501 Eh
LUMO level (spin up / spin down): -3.74 / -3.63 eV
frontier orbital gap (spin up / spin down): 0.241 / 0.273 Ha

The geometry in XYZ format:
```
81
C37H35FIN6W wB97M-V/def2-TZVPD
C 4.81541 3.72661 0.73032
C 1.73695 -3.25791 -2.68770
C -1.37570 2.61814 -1.24853
I 0.85354 3.00418 2.56043
H 1.24830 -1.84347 3.73917
H 4.61404 -2.94006 -0.95463
H 0.70656 -3.85734 2.01363
C -0.31825 1.45241 1.66185
C 0.37731 4.58272 -1.85861
H 4.47048 4.71488 0.45511
H 6.62571 4.38112 1.67460
C -3.31954 -2.66157 -2.62587
H 0.45167 -3.45430 0.31654
H -5.25418 -1.57891 -0.15525
N 1.71868 -1.31057 -1.27281
C 0.62487 -1.75404 1.66955
F -0.61443 0.38535 -2.79758
H -4.87201 2.08519 0.59274
H 2.06236 -3.26878 1.04456
N -1.22232 -0.58540 -0.31973
H 3.52653 -4.46070 -2.62204
C 2.76299 2.47535 -0.24684
H 0.89666 -1.12682 0.79651
H -3.26514 1.98340 1.32289
C -1.74045 -1.05202 0.96849
C 0.82299 3.43191 -1.19299
C 4.50149 1.33646 0.76249
C -3.54641 -1.25998 2.52931
H 1.11864 5.34579 -2.04841
C -0.87247 -1.63921 1.89834
C -4.00340 0.09893 0.48297
C 4.07529 2.60204 0.42670
H 1.20164 -3.86207 -3.40660
H -1.26716 5.63621 -2.70961
C 3.51299 0.38527 0.20159
C 0.99209 -3.16425 1.21875
C 6.01328 3.52951 1.40829
C 1.14024 -2.13277 -2.17051
H -2.90501 3.81966 -2.07810
C 3.61945 -2.75494 -1.33489
H 1.36107 -0.22301 3.05710
N 2.12842 3.46573 -0.74039
H 7.38079 2.12803 2.28179
C -2.72766 -1.94135 3.40992
H -3.53226 -2.41044 -4.75146
H -0.73019 -2.57576 3.81855
H -4.65956 1.31436 2.16407
W 0.42206 0.54570 -0.15039
C -1.84916 3.73537 -1.86509
C 6.44537 2.24631 1.75039
C -2.17031 -0.98801 -3.90149
C 1.48928 -1.28259 2.83638
H -1.90087 -0.50411 -4.83089
C 2.95971 -1.62094 -0.86568
C 3.01473 -3.58108 -2.25276
H -5.93179 0.01182 -0.50742
N 2.40147 1.12782 -0.23392
C 5.69777 1.12144 1.41553
H -2.92940 -2.68311 -0.51571
C -1.38719 -2.09917 3.10209
C -3.06414 -2.05045 -3.84550
H -3.54195 0.30056 -0.48164
H -3.99077 -3.50892 -2.57412
H -4.57939 -1.07584 2.80086
H -3.11747 -2.30778 4.35079
C -1.86606 -1.10356 -1.48319
C -5.35868 -0.56246 0.22240
C -4.20603 1.44888 1.17979
N -0.05391 2.43118 -0.95398
H -2.04094 1.81146 -0.97666
H -1.26762 1.93891 1.44731
N 3.72770 -0.85136 0.03164
C -2.72504 -2.19593 -1.45989
C -1.59485 -0.56137 -2.72948
H -0.46396 0.74483 2.46926
H 0.13616 -1.88911 -2.47529
H 6.03273 0.12227 1.66118
C -0.93677 4.73744 -2.20451
H 2.54088 -1.46041 2.60853
H -5.95251 -0.60443 1.13821
C -3.07336 -0.78094 1.30956
```

Löwdin atomic charge list, values in e, 8 entries: C 0.008; C -0.034; C -0.126; I 0.841; H 0.085; H 0.123; H 0.100; C -0.783

The following is a DFT calculation (wB97M-V/def2-TZVPD) of a molecular structure, C37H35Ti.

HOMO energy: -2.1 eV
total charge: -1
spin multiplicity: 1
total energy: -2280.33558 Eh
LUMO level: 2.08 eV
frontier orbital gap: 0.152 Ha

The geometry in XYZ format:
```
73
C37H35Ti wB97M-V/def2-TZVPD
C -1.33641 -2.71666 2.08911
C 1.14316 -5.27283 0.96049
C -4.61502 1.73837 -1.21603
C -3.80086 -0.94156 -1.11186
H -2.19251 -3.23689 1.66349
H 5.60338 2.83751 -1.48248
C 1.06006 3.07039 -2.79120
C 3.85377 1.59191 -1.38772
C -0.75298 1.87024 0.80846
H -5.90053 -1.42512 -1.27765
H -4.89886 2.78911 -1.27430
C -0.95215 1.99849 -3.20104
C -1.40837 -0.31205 -0.84496
H -0.56398 1.09024 4.65560
C -5.15636 -0.62568 -1.21358
C -0.36423 3.19077 -2.67233
H 1.66645 -0.68301 -0.39639
H -3.01358 1.47376 4.85777
C -1.24965 0.33637 4.27164
H 3.24142 -4.95894 0.50072
C 4.23001 -0.79521 -1.29398
C 2.32137 -4.50412 0.87805
C 6.10817 0.72916 -1.39708
H -1.26813 3.88994 -0.02798
H 3.81940 -1.81154 -1.25023
H 1.10401 -1.48616 1.95301
C -0.74874 -0.82261 3.67178
C 0.51324 1.25929 1.05946
H 6.28535 -1.43296 -1.29034
C -3.26957 1.41262 -1.12557
H 2.59518 2.04833 0.81705
H -3.71868 -2.41149 3.11716
H -2.01357 1.82674 -3.34932
C 1.12699 -2.55163 1.72676
C -3.51689 -0.48469 4.05978
C 1.87949 -0.05995 -1.28154
C 5.22614 1.81643 -1.42814
C 3.33120 0.28738 -1.32095
C -1.64798 -1.71661 3.03312
H 1.60817 -0.65608 -2.17149
C 0.90095 3.31670 0.09449
C -2.81759 0.07569 -1.02927
H -1.01097 -0.88361 -1.71368
H -0.01761 0.18335 -4.14216
H 2.33333 1.45720 -3.65730
H 1.40477 4.20655 -0.27101
C -0.01816 -4.68287 1.43173
C 2.31045 -3.18006 1.33805
H 0.31628 -1.03816 3.71347
H 1.78539 3.85103 -2.57666
H 3.25130 -2.63238 1.37716
C 1.53211 2.17004 0.64752
C -5.56627 0.71479 -1.24084
H -0.93199 -5.28089 1.54521
Ti 0.28913 1.43519 -1.24463
C -0.07466 -3.28728 1.77006
H -3.46279 -1.98807 -1.08503
C -2.62658 0.55361 4.40893
C -0.51441 3.14360 0.20993
C 1.34397 1.80370 -3.37659
H 7.18681 0.89858 -1.43217
H -1.72269 1.46176 1.07358
H 3.17900 2.45113 -1.40581
H -4.58241 -0.38924 4.30476
H -1.27455 -0.90139 0.09246
H -2.53071 2.22278 -1.11296
H 0.66709 0.28826 1.51106
C -3.03523 -1.59909 3.39989
H -6.61876 0.96788 -1.30993
H 1.16185 -6.32030 0.64168
C 0.10436 1.13437 -3.62908
H -0.89395 4.07498 -2.32736
C 5.60462 -0.57910 -1.32279
```

Löwdin atomic charge list, values in e, 8 entries: C -0.128; C -0.134; C -0.096; C -0.040; H 0.079; H 0.097; C -0.172; C -0.086